{
  "formula": "C19H27IN2O5S2",
  "method": "ωB97M-V/def2-TZVPD",
  "species": ["O", "C", "C", "C", "C", "C", "C", "I", "C", "N", "C", "C", "N", "C", "C", "H", "H", "H", "H", "H", "H", "H", "H", "H", "H", "H", "O", "S", "O", "C", "C", "C", "C", "H", "H", "H", "H", "H", "H", "H", "H", "O", "S", "O", "C", "C", "C", "C", "H", "H", "H", "H", "H", "H", "H", "H"],
  "xyz": [[4.121, -0.249, -1.270], [3.670, -0.667, 0.041], [3.033, 0.501, 0.945], [2.291, 1.670, 0.125], [0.712, 1.321, 0.108], [-0.393, 2.207, 0.786], [-1.872, 1.691, 0.692], [-3.394, 2.929, 1.693], [-2.267, 0.346, -0.048], [-3.657, -0.022, -0.019], [-3.893, -1.266, -0.673], [-2.772, -2.087, -1.374], [-1.387, -1.752, -1.437], [-1.177, -0.517, -0.729], [0.316, 0.012, -0.641], [3.478, -0.648, -1.924], [2.873, -1.498, -0.086], [4.536, -1.155, 0.640], [2.216, -0.005, 1.596], [3.793, 0.920, 1.714], [2.667, 1.825, -0.942], [2.506, 2.662, 0.684], [-0.114, 3.180, 1.333], [-4.963, -1.679, -0.691], [-3.086, -3.080, -1.873], [1.144, -0.616, -1.137], [-7.081, 3.296, 5.468], [-5.914, 2.445, 5.513], [-4.578, 2.954, 5.296], [-5.940, 1.531, 7.045], [-6.739, 0.276, 6.721], [-6.243, -0.189, 5.350], [-6.191, 1.040, 4.440], [-6.391, 2.136, 7.832], [-4.908, 1.285, 7.304], [-6.603, -0.494, 7.483], [-7.806, 0.514, 6.667], [-5.240, -0.615, 5.450], [-6.888, -0.964, 4.928], [-5.378, 0.972, 3.717], [-7.139, 1.194, 3.921], [4.413, -3.391, -5.286], [4.622, -2.026, -4.866], [3.892, -1.438, -3.765], [6.367, -1.777, -4.596], [6.901, -1.349, -5.957], [5.877, -0.356, -6.511], [4.488, -0.961, -6.297], [6.822, -2.695, -4.226], [6.481, -0.977, -3.860], [7.895, -0.904, -5.877], [6.971, -2.216, -6.622], [5.955, 0.590, -5.964], [6.054, -0.139, -7.566], [3.739, -0.192, -6.108], [4.185, -1.575, -7.147]],
  "smiles": "OCCCc1cc(I)c2nccnc2c1.O=S1(=O)CCCC1.O=S1(=O)CCCC1",
  "lumo_ev": -0.9137,
  "total_charge": 0,
  "multiplicity": 1,
  "orbital_gap_ev": 7.2381
}